1.
25
Properties=species:S:1:pos:R:3:forces:R:3 method="wB97M-V/def2-TZVPD" charge=0 relative_energy_kcal_mol=136.8 mol_weight_g_mol=123.20 orbital_gap_ha=0.267 multiplicity=1 fmax_ha_per_bohr=0.0621
C -0.23813 1.78713 -1.39903 -1.127 0.694 2.180
C -0.09378 1.32316 0.08960 0.758 0.104 -0.114
N 0.98847 0.32146 0.10778 0.274 -0.332 1.427
C 0.91599 -0.59134 1.31166 -0.557 -0.885 -2.362
C 0.74973 -2.06952 0.82361 0.413 0.554 0.724
C 2.33780 0.91921 -0.00994 -0.656 -0.599 -1.076
H -0.87363 1.00715 -1.83452 0.626 0.403 -0.669
H 0.75849 1.96479 -1.83035 -0.774 -0.194 -0.190
H -0.84503 2.72519 -1.34615 0.556 -0.562 -0.545
H 0.12824 2.11677 0.83263 0.015 0.209 -0.533
H -1.02033 0.86485 0.48672 0.338 0.057 -0.501
H 1.83435 -0.60752 1.84410 0.590 0.802 1.006
H 0.00845 -0.28899 1.82635 0.333 -0.216 0.641
H 1.66119 -2.67379 0.71492 0.188 0.680 -0.201
H 0.18288 -2.63762 1.55253 -0.628 -0.018 -0.192
H 0.28272 -1.94009 -0.13735 -0.446 -0.757 -0.342
H 2.81889 1.27706 0.88809 -0.334 0.261 0.789
H 2.98681 0.13539 -0.38903 0.255 -0.005 -0.239
H 2.31709 1.74205 -0.72970 0.131 -0.211 0.095
H -3.19911 -1.05862 -1.95814 0.138 -0.111 -0.283
H -1.19287 -0.81468 -0.70405 -2.508 -0.839 1.789
O -2.79882 -0.27852 -1.56040 0.907 -0.272 0.867
H -2.68020 -1.65793 1.26396 0.419 -0.997 -0.448
H -2.85479 -0.50704 -0.55454 -0.041 0.177 -0.169
O -2.17441 -1.05854 0.71125 1.131 2.056 -1.654


2.
25
Properties=species:S:1:pos:R:3:forces:R:3 method="wB97M-V/def2-TZVPD" charge=0 relative_energy_kcal_mol=36.3 mol_weight_g_mol=123.20 orbital_gap_ha=0.346 multiplicity=1 fmax_ha_per_bohr=0.0511
C 1.03831 -1.97207 -1.06255 0.155 0.018 0.045
C 0.86560 -0.45572 -0.94837 -0.688 0.270 -0.147
N -0.55774 -0.10924 -0.68043 2.547 0.525 0.016
C -1.29373 -0.21543 -1.92307 -2.609 0.104 0.303
C -0.64018 1.22572 -0.03509 -1.383 -0.692 -0.666
C -1.82106 1.22615 0.95993 0.402 0.723 -0.022
H 0.32392 -2.53797 -0.45798 0.062 0.450 0.483
H 0.84429 -2.41397 -2.03801 0.415 0.359 -0.356
H 2.05439 -2.18434 -0.72450 0.028 -0.472 -0.326
H 1.23385 0.11129 -1.82673 -0.137 -0.537 -0.198
H 1.51527 -0.04426 -0.17653 -0.302 -0.322 0.525
H -2.18637 -0.84709 -1.76197 0.346 -0.178 -0.121
H -0.80360 -0.60876 -2.80547 0.667 -0.060 0.147
H -1.79244 0.72318 -2.21433 0.552 0.175 0.004
H -0.81132 1.96718 -0.83290 0.028 0.102 0.255
H 0.26873 1.51963 0.47644 0.231 -0.535 -0.118
H -2.38181 0.29814 0.95405 0.002 -0.094 -0.276
H -2.47190 2.06094 0.70579 -0.284 -0.036 0.297
H -1.46113 1.35599 1.98345 -0.094 0.075 -0.021
O 1.15333 -1.90314 2.27996 0.330 -0.601 -0.010
H 1.51241 -2.71282 2.67953 -0.196 0.436 0.010
H 1.28832 -2.06448 1.33694 -0.164 0.203 0.084
O 1.75410 2.54424 2.11037 0.137 -0.132 0.264
H 1.07916 2.07762 2.61770 0.082 0.046 -0.079
H 1.28957 2.95920 1.38376 -0.127 0.174 -0.090


3.
25
Properties=species:S:1:pos:R:3:forces:R:3 method="wB97M-V/def2-TZVPD" charge=0 relative_energy_kcal_mol=76.1 mol_weight_g_mol=123.20 orbital_gap_ha=0.331 multiplicity=1 fmax_ha_per_bohr=0.1160
C 2.10069 0.67739 1.73071 -1.477 -2.206 1.662
C 1.09500 -0.21992 1.02048 -2.320 0.468 2.568
C -0.21851 0.52680 0.65682 -0.822 -1.660 -4.615
N -0.28264 1.58064 -0.46942 -0.366 -1.046 -1.000
C 0.31574 1.19087 -1.80405 3.005 -0.802 2.535
C -1.72041 1.98404 -0.71696 1.001 0.235 -0.296
H 2.54189 1.35789 1.11756 1.715 1.709 -1.787
H 1.49718 1.24234 2.41629 -0.131 0.475 0.594
H 2.77886 0.07519 2.35838 0.120 0.403 -0.575
H 0.68375 -0.89858 1.86648 0.573 1.041 -1.363
H 1.47986 -0.85192 0.27635 0.550 -0.651 -1.291
H -0.48624 1.14266 1.41174 -0.917 1.381 3.020
H -1.11360 -0.20036 0.43007 1.698 0.772 0.593
H 0.22871 0.11584 -2.12630 0.273 0.476 0.896
H 1.44511 1.55672 -1.82203 -2.096 -1.237 0.164
H -0.07341 1.65688 -2.63393 -1.482 1.760 -1.443
H -1.63248 2.90101 -1.33456 -0.358 -0.419 0.381
H -2.26940 1.23301 -1.32708 0.165 0.129 0.408
H -2.32606 2.22513 0.18893 0.820 -0.312 -0.466
O 0.83976 -3.22798 1.93502 -3.025 -5.011 -1.140
H 0.24933 -3.79040 1.19925 2.741 3.159 2.698
H 1.19577 -2.40965 1.68614 0.308 1.325 -1.553
O -2.36762 -2.90674 -1.75836 3.113 1.661 -2.298
H -2.54039 -1.98257 -2.09718 -0.323 -1.313 0.778
H -1.42089 -2.97829 -2.20437 -2.764 -0.336 1.529


4.
25
Properties=species:S:1:pos:R:3:forces:R:3 method="wB97M-V/def2-TZVPD" charge=0 relative_energy_kcal_mol=33.5 mol_weight_g_mol=123.20 orbital_gap_ha=0.339 multiplicity=1 fmax_ha_per_bohr=0.0453
C -2.36461 -0.19607 -1.29391 -0.765 0.522 1.090
C -0.83997 -0.08356 -1.24419 0.134 0.405 -0.674
N -0.38723 0.79667 -0.15919 0.436 -0.259 -0.020
C -0.72668 2.18675 -0.48359 -0.053 -0.987 1.148
C 1.01079 0.64674 0.31651 -0.821 1.180 -0.269
C 1.25920 1.30756 1.70350 -0.391 -1.209 0.236
H -2.85769 -0.38889 -0.28575 0.945 -0.013 -0.987
H -2.81673 0.76232 -1.60068 0.072 -0.537 -0.297
H -2.64156 -1.01556 -1.95808 -0.172 0.258 -0.131
H -0.48072 0.30841 -2.23884 -0.238 -0.300 0.596
H -0.47102 -1.10888 -1.19107 0.474 0.184 0.391
H -0.12172 2.78686 0.21597 -0.903 0.207 -0.344
H -1.81911 2.21164 -0.30963 0.613 1.011 -0.269
H -0.43028 2.45514 -1.50342 -0.197 0.007 -0.147
H 1.72833 1.23013 -0.31477 -0.376 -0.819 -0.291
H 1.18577 -0.43007 0.25728 0.697 0.849 0.376
H 0.92629 2.33593 1.80116 -0.004 0.189 -0.426
H 2.34225 1.30757 1.79389 0.115 0.013 0.470
H 0.78930 0.79824 2.57499 0.386 -0.055 -0.695
O -0.38007 -1.95027 1.22826 0.586 -0.329 0.048
H -1.17012 -2.45194 1.44389 -0.150 0.331 -0.178
H -0.60168 -1.11356 0.79130 -0.529 -0.043 0.412
O 2.25499 -2.00214 -0.29633 -0.322 -1.665 1.598
H 2.71529 -2.40916 0.46439 1.036 0.544 -0.652
H 1.41460 -2.34988 0.07107 -0.574 0.517 -0.984